No. 1
One molecule with the formula C5H10O2, computed with the ωB97M-V functional and the def2-TZVPD basis.

Values from the calculation:
Multiplicity: 1
Net charge: 0
ΔE to the lowest compared entry with this formula, charge and spin in kJ/mol: 258.5

Each line ends with the Mulliken charge.
Positions of all 17 atoms, in Å:
C (-0.18, 2.29, -0.32)  -0.76
O (0.51, 1.08, -0.58)  -0.48
C (-0.34, 0.06, -1.10)  -0.68
C (-0.41, -1.17, -0.22)  -0.03
C (0.85, -1.86, 0.25)  -0.69
C (-0.03, -1.16, 1.24)  -0.11
O (0.38, 0.00, 1.90)  -0.59
H (-0.57, 2.74, -1.25)  0.35
H (0.54, 2.98, 0.12)  0.26
H (-1.01, 2.14, 0.38)  0.34
H (-1.36, 0.46, -1.23)  0.43
H (0.04, -0.21, -2.09)  0.29
H (-1.24, -1.82, -0.49)  0.37
H (0.88, -2.95, 0.25)  0.28
H (1.80, -1.38, 0.01)  0.23
H (-0.62, -1.78, 1.91)  0.37
H (0.76, 0.57, 1.22)  0.41

***

No. 2
One molecule with the formula C5H9N, computed with the ωB97M-V functional and the def2-TZVPD basis.

Values from the calculation:
Multiplicity: 1
Net charge: 0
ΔE to the lowest compared entry with this formula, charge and spin in kJ/mol: 131.1

Each line ends with the Mulliken charge.
Positions of all 15 atoms, in Å:
C (-0.51, 1.55, -0.25)  -1.49
C (-0.56, 0.15, 0.36)  0.51
C (-0.64, -0.98, -0.71)  -1.28
C (0.76, -0.21, 1.09)  -0.60
C (1.56, -0.90, 0.06)  0.35
N (2.23, -1.37, -0.75)  -0.51
H (-0.38, 2.33, 0.51)  0.37
H (-1.44, 1.77, -0.80)  0.37
H (0.32, 1.62, -0.96)  0.34
H (-1.41, 0.13, 1.08)  0.32
H (-1.17, -0.68, -1.61)  0.39
H (-1.10, -1.87, -0.26)  0.32
H (0.41, -1.31, -1.12)  0.30
H (0.59, -0.89, 1.93)  0.28
H (1.35, 0.65, 1.44)  0.32

***

No. 3
One molecule with the formula C14H11BrN2O3S2, computed with the ωB97M-V functional and the def2-TZVPD basis.

Values from the calculation:
Multiplicity: 1
Net charge: 0

Each line ends with the Mulliken charge.
Positions of all 33 atoms, in Å:
C (-0.14, -0.85, -6.94)  -0.91
O (-0.11, -0.67, -5.54)  -0.44
C (-0.21, 0.60, -5.06)  0.68
C (-0.35, 1.74, -5.82)  -0.89
C (-0.46, 3.01, -5.24)  -0.83
C (-0.43, 3.18, -3.87)  0.30
O (-0.52, 4.36, -3.19)  -0.40
C (-0.66, 5.54, -3.94)  -0.89
C (-0.29, 2.02, -3.09)  1.26
S (-0.22, 1.92, -1.35)  -0.17
C (-0.06, 0.19, -1.56)  0.47
N (0.06, -0.64, -0.47)  -0.02
C (0.05, -0.16, 0.82)  0.63
O (-0.05, 1.03, 1.06)  -0.75
C (0.18, -1.17, 1.87)  0.40
C (0.31, -2.53, 1.82)  -0.55
C (0.40, -3.12, 3.09)  -0.38
C (0.34, -2.18, 4.09)  0.02
Br (0.41, -2.52, 5.92)  -0.11
S (0.16, -0.57, 3.49)  -0.10
N (-0.05, -0.27, -2.76)  -0.66
C (-0.18, 0.75, -3.66)  -0.32
H (0.69, -0.34, -7.43)  0.35
H (-0.04, -1.93, -7.09)  0.25
H (-1.09, -0.51, -7.37)  0.35
H (-0.39, 1.68, -6.90)  0.36
H (-0.56, 3.86, -5.89)  0.40
H (-1.58, 5.53, -4.54)  0.35
H (-0.72, 6.34, -3.21)  0.24
H (0.19, 5.70, -4.60)  0.35
H (0.15, -1.62, -0.67)  0.23
H (0.35, -3.11, 0.91)  0.31
H (0.51, -4.17, 3.27)  0.46

***

No. 4
C16H25Cl8F5Nb as an isolated structure, computed with the ωB97M-V functional and the def2-TZVPD basis.

Values from the calculation:
Multiplicity: 1
Net charge: -1

Each line ends with the Mulliken charge.
Positions of all 55 atoms, in Å:
F (2.59, -1.63, -0.10)  -0.24
C (2.96, -0.37, -0.42)  0.91
F (3.40, -0.44, -1.67)  -0.28
F (4.00, -0.09, 0.37)  -0.32
C (1.81, 0.56, -0.24)  0.39
C (1.87, 1.65, 0.60)  -0.77
C (0.76, 2.47, 0.77)  -0.54
C (-0.42, 2.18, 0.09)  -0.77
C (-0.48, 1.10, -0.77)  0.78
C (-1.74, 0.75, -1.50)  0.22
F (-2.49, 1.91, -1.60)  -0.30
F (-1.37, 0.40, -2.79)  -0.33
Nb (-2.82, -1.00, -0.34)  -1.19
C (0.64, 0.28, -0.94)  -0.65
H (2.78, 1.86, 1.15)  0.46
H (0.79, 3.32, 1.43)  0.44
H (-1.31, 2.78, 0.21)  0.37
H (-1.23, -1.93, -0.43)  0.01
H (-3.36, -1.77, -1.92)  -0.05
H (-4.30, 0.09, -0.29)  -0.05
H (-2.28, -0.06, 1.15)  0.07
H (-3.73, -2.21, 0.68)  0.33
H (0.60, -0.57, -1.60)  0.33
Cl (0.61, 5.07, -2.37)  -0.17
C (-0.91, 5.98, -2.58)  -0.47
C (-1.47, 6.45, -1.26)  -0.48
Cl (-2.05, 5.08, -0.28)  -0.11
H (-1.61, 5.34, -3.11)  0.32
H (-0.68, 6.84, -3.21)  0.33
H (-2.32, 7.10, -1.44)  0.31
H (-0.73, 6.99, -0.68)  0.31
Cl (-0.90, -2.06, 1.77)  0.17
C (-0.64, -2.48, 3.49)  -0.65
C (0.67, -3.20, 3.69)  -0.36
Cl (0.67, -4.84, 2.98)  -0.20
H (-1.48, -3.08, 3.83)  0.33
H (-0.63, -1.55, 4.06)  0.28
H (0.87, -3.33, 4.76)  0.32
H (1.50, -2.65, 3.25)  0.26
Cl (-5.16, -5.71, -1.35)  -0.18
C (-6.56, -5.40, -0.29)  -0.42
C (-6.36, -4.18, 0.58)  -0.41
Cl (-5.09, -4.43, 1.80)  -0.15
H (-6.72, -6.29, 0.31)  0.30
H (-7.42, -5.25, -0.93)  0.28
H (-7.28, -3.96, 1.11)  0.27
H (-6.08, -3.31, -0.01)  0.29
Cl (9.16, -0.38, -2.21)  -0.20
C (7.77, -0.22, -1.09)  -0.31
C (7.75, 1.12, -0.41)  -0.28
Cl (9.09, 1.31, 0.75)  -0.20
H (7.82, -1.04, -0.37)  0.33
H (6.87, -0.34, -1.69)  0.17
H (6.82, 1.23, 0.16)  0.14
H (7.81, 1.93, -1.13)  0.35

***

No. 5
C36H49ClF3HfN4O5PS4Te as an isolated structure, computed with the ωB97M-V functional and the def2-TZVPD basis.

Values from the calculation:
Multiplicity: 1
Net charge: +2
ΔE to the lowest compared entry with this formula, charge and spin in kJ/mol: 128.2

Each line ends with the Mulliken charge.
Positions of all 105 atoms, in Å:
Hf (-0.71, 0.15, 0.39)  1.32
C (0.42, 2.03, -2.01)  -1.01
C (1.26, 2.17, -0.77)  -0.06
N (0.39, 2.36, 0.42)  1.03
C (0.04, 3.79, 0.63)  -1.21
C (-0.69, 4.58, -0.46)  -1.08
S (-2.38, 4.11, -0.92)  -0.08
C (-2.22, 3.21, -2.48)  -1.30
C (-1.98, 1.70, -2.46)  -0.55
N (-0.78, 1.18, -1.73)  1.11
H (1.00, 1.57, -2.82)  0.26
H (0.08, 2.99, -2.36)  0.19
H (1.99, 2.98, -0.86)  0.78
H (1.83, 1.26, -0.62)  -0.06
H (0.98, 2.15, 1.23)  -1.07
H (0.99, 4.32, 0.78)  0.72
H (-0.50, 3.87, 1.57)  0.57
H (-0.08, 4.71, -1.35)  0.49
H (-0.81, 5.58, -0.04)  0.59
H (-1.54, 3.73, -3.14)  0.62
H (-3.21, 3.33, -2.93)  0.57
H (-1.88, 1.39, -3.50)  0.51
H (-2.86, 1.21, -2.06)  0.23
H (-0.58, 0.30, -2.27)  -1.04
C (-1.86, -0.59, 4.68)  -1.03
S (-1.42, -0.74, 2.99)  1.22
O (-0.91, 0.61, 2.53)  -0.52
O (-0.35, -1.71, 2.84)  -0.60
O (-2.56, -1.03, 2.14)  -0.64
H (-0.98, -0.20, 5.21)  0.28
H (-2.11, -1.58, 5.04)  0.45
H (-2.71, 0.09, 4.76)  0.37
Cl (-4.69, -2.55, -3.21)  -0.19
C (-3.60, -2.71, -1.90)  -0.20
C (-3.50, -3.88, -1.17)  -0.38
C (-2.56, -3.94, -0.16)  -1.30
C (-1.78, -2.83, 0.11)  0.00
N (-1.90, -1.68, -0.57)  0.69
C (-2.79, -1.64, -1.57)  -1.03
H (-4.14, -4.72, -1.40)  0.54
H (-2.43, -4.83, 0.43)  0.58
H (-1.03, -2.86, 0.89)  0.49
H (-2.84, -0.75, -2.17)  0.84
C (0.45, -4.88, -4.54)  -1.37
C (0.20, -4.60, -3.07)  1.14
C (0.38, -5.82, -2.20)  -1.48
O (1.17, -3.62, -2.57)  0.05
P (1.10, -2.05, -2.74)  -0.03
S (-0.32, -1.42, -3.91)  -0.41
S (1.12, -1.35, -0.74)  -0.10
O (2.51, -1.60, -3.24)  -0.22
C (3.84, -2.24, -3.17)  0.58
C (4.14, -2.81, -1.80)  -0.66
C (3.96, -3.25, -4.29)  -1.36
H (-0.22, -5.68, -4.87)  0.47
H (1.47, -5.23, -4.69)  0.30
H (0.27, -4.00, -5.15)  0.31
H (-0.79, -4.17, -2.93)  -0.16
H (1.33, -6.31, -2.43)  0.35
H (-0.42, -6.54, -2.40)  0.42
H (0.37, -5.56, -1.15)  0.32
H (4.50, -1.40, -3.37)  0.41
H (3.48, -3.64, -1.56)  0.10
H (4.06, -2.05, -1.02)  -0.18
H (5.17, -3.19, -1.81)  0.55
H (3.33, -4.12, -4.10)  0.10
H (5.00, -3.60, -4.35)  0.49
H (3.69, -2.81, -5.25)  0.37
Te (2.06, -0.28, 1.95)  0.88
C (1.95, 0.56, 3.89)  0.52
C (2.63, -0.13, 4.89)  -0.88
C (2.64, 0.36, 6.19)  -0.71
C (1.98, 1.54, 6.49)  -0.68
C (1.30, 2.23, 5.50)  -0.68
C (1.28, 1.74, 4.20)  0.03
C (3.51, 1.07, 1.20)  -0.06
C (3.69, 2.34, 1.74)  -0.07
C (4.62, 3.20, 1.17)  -0.89
C (5.35, 2.80, 0.06)  -0.67
C (5.18, 1.53, -0.47)  -0.52
C (4.26, 0.66, 0.10)  0.30
H (3.16, -1.05, 4.66)  0.47
H (3.18, -0.18, 6.96)  0.45
H (1.99, 1.92, 7.51)  0.44
H (0.78, 3.15, 5.73)  0.46
H (0.73, 2.28, 3.44)  0.31
H (3.14, 2.65, 2.62)  0.47
H (4.77, 4.18, 1.60)  0.46
H (6.08, 3.48, -0.38)  0.43
H (5.77, 1.21, -1.32)  0.49
H (4.13, -0.33, -0.32)  0.17
F (-7.24, 2.06, 2.69)  -0.23
C (-6.63, 2.91, 1.86)  0.73
F (-7.43, 3.11, 0.81)  -0.24
F (-6.47, 4.08, 2.49)  -0.26
C (-5.30, 2.34, 1.42)  0.20
C (-4.11, 2.78, 1.98)  -1.18
C (-2.94, 2.20, 1.55)  -0.20
N (-2.87, 1.22, 0.64)  1.05
C (-4.04, 0.80, 0.13)  -0.01
C (-5.26, 1.33, 0.47)  -1.49
H (-4.10, 3.56, 2.72)  0.61
H (-2.00, 2.53, 1.98)  0.31
H (-4.00, -0.01, -0.57)  0.33
H (-6.16, 0.95, 0.01)  0.60

***

No. 6
An isolated ion of composition C7H19BNO2 and charge +1, computed with the ωB97M-V functional and the def2-TZVPD basis.

Values from the calculation:
Multiplicity: 1
Net charge: +1
ΔE to the lowest compared entry with this formula, charge and spin in kJ/mol: 0.0

Each line ends with the Mulliken charge.
Positions of all 30 atoms, in Å:
C (3.08, 2.09, -0.30)  -0.71
O (1.90, 1.30, -0.57)  -0.50
B (1.56, 0.08, -0.27)  0.68
O (2.20, -0.96, 0.44)  -0.55
C (3.56, -1.05, 0.72)  -0.80
C (0.02, -0.38, -0.65)  0.12
N (-0.14, -1.77, -0.27)  -0.05
C (-1.03, 0.36, 0.20)  -1.65
C (-2.46, -0.16, 0.15)  1.10
C (-3.18, 0.52, 1.30)  -1.47
C (-3.11, 0.06, -1.18)  -1.81
H (3.27, 2.62, 0.62)  0.33
H (3.16, 2.84, -1.11)  0.25
H (3.92, 1.39, -0.65)  0.29
H (4.33, -0.92, -0.14)  0.28
H (3.68, -2.05, 1.09)  0.29
H (3.79, -0.22, 1.30)  0.40
H (-0.07, -0.22, -1.77)  0.37
H (-1.06, -1.62, 0.12)  0.14
H (0.60, -1.92, 0.48)  0.41
H (0.12, -2.44, -1.02)  0.35
H (-0.69, 0.11, 1.19)  0.45
H (-0.79, 1.49, 0.05)  0.36
H (-2.48, -1.32, 0.30)  0.37
H (-3.38, 1.60, 1.01)  0.33
H (-2.65, 0.38, 2.24)  0.40
H (-4.13, -0.19, 1.42)  0.36
H (-2.87, 0.96, -1.67)  0.39
H (-4.20, 0.10, -1.09)  0.45
H (-2.95, -0.69, -1.91)  0.41

***

Across the entries above, highest occupied orbital energy takes the values -9.16 -10.35 -7.64 -4.92 -13.36 -14.22 eV, respectively.